(1)
Computed, not measured: the molecule CH2INO3 in a non-equilibrium geometry, with wB97M-V/def2-TZVPD.

The geometry in XYZ format:
```
8
Properties=species:S:1:pos:R:3:forces:R:3
O 1.1017 0.8849 -0.2759 -0.1 -0.6 0.3
N 0.3353 1.8062 -0.2626 0.3 -1.6 -0.3
O 0.5230 2.9165 -0.5939 0.0 1.5 -0.1
O -0.9677 1.5747 0.1402 -1.4 1.0 0.5
C -1.5036 0.2637 0.3495 4.3 -1.0 1.2
I -1.7188 -0.6772 -1.5161 -0.7 -0.3 -0.4
H -0.5819 -0.3940 0.8056 -2.7 1.6 -0.5
H -2.3607 0.4707 1.0134 0.3 -0.6 -0.7
```
Positions in Å, forces in eV/Å.

For the energy above the lowest of the compared OMol25 structures with the same formula, charge and spin, the calculation gives 2.2 kcal per mole.



(2)
Computed, not measured: a cluster of 2 separate species, CH2IO2P in total in a non-equilibrium geometry, with wB97M-V/def2-TZVPD.

The geometry in XYZ format:
```
7
Properties=species:S:1:pos:R:3:forces:R:3
C 0.3238 0.1098 0.0083 0.4 2.8 -3.9
O 1.1151 -0.7660 -0.8232 -0.3 0.3 0.2
O 1.2824 0.4778 0.9462 -0.2 0.8 0.5
P 2.3631 -0.5311 0.2318 1.4 -0.6 -0.1
I -4.4603 0.1502 -0.1029 0.0 0.0 0.0
H -0.1809 0.9582 -0.6604 1.5 -1.2 1.5
H -0.4432 -0.3991 0.4003 -2.8 -2.1 1.8
```
Positions in Å, forces in eV/Å.

For the energy above the lowest of the compared OMol25 structures with the same formula, charge and spin, the calculation gives 59.3 kcal per mole.



(3)
Computed, not measured: the molecule CH2IO2P in a non-equilibrium geometry, with wB97M-V/def2-TZVPD.

The geometry in XYZ format:
```
7
Properties=species:S:1:pos:R:3:forces:R:3
C 0.2512 0.6918 0.3569 2.6 1.3 1.9
O 1.0423 -0.4977 -0.0296 0.5 1.7 -0.1
O -0.9363 0.0520 0.6484 -0.4 -1.1 0.4
P -0.2501 -1.4238 0.1720 -1.0 -0.1 1.0
I -1.0403 -1.4553 -2.0636 -0.6 -0.3 -1.4
H 0.8315 1.1298 1.2948 -1.4 -0.7 -1.8
H 0.1016 1.5033 -0.3788 0.4 -0.7 -0.2
```
Positions in Å, forces in eV/Å.

For the energy above the lowest of the compared OMol25 structures with the same formula, charge and spin, the calculation gives 2.1 kcal per mole.



(4)
Computed, not measured: the ion CH2IO2S with charge -1 in a non-equilibrium geometry, with wB97M-V/def2-TZVPD.

The geometry in XYZ format:
```
7
Properties=species:S:1:pos:R:3:forces:R:3
C 0.4049 0.0344 -0.2689 -1.0 -0.1 -0.6
O 0.9087 0.5934 -1.4429 0.0 -0.1 -0.4
O 1.8325 -1.9148 -1.1870 -0.4 -0.2 -0.3
S 1.9255 -0.6076 -0.5526 2.4 0.1 -1.2
I 3.2110 -1.4138 1.8567 0.2 -0.3 1.0
H 0.2303 0.6459 0.5361 -0.1 1.8 2.0
H -0.3803 -0.6524 -0.3678 -1.2 -1.2 -0.4
```
Positions in Å, forces in eV/Å.

The net charge is -1. For the energy above the lowest of the compared OMol25 structures with the same formula, charge and spin, the calculation gives 5.2 kcal per mole.



(5)
Computed, not measured: the ion CH2IO3S with charge -1 in a non-equilibrium geometry, with wB97M-V/def2-TZVPD.

The geometry in XYZ format:
```
8
Properties=species:S:1:pos:R:3:forces:R:3
C 2.3383 0.5069 -0.1494 -1.2 1.4 -1.7
O -1.3449 -0.2606 -1.2552 0.1 -0.4 0.3
O -1.6912 -1.4493 0.9215 0.0 0.4 -0.7
O -2.6249 0.7875 0.5348 1.0 -0.5 0.0
S -1.6196 -0.2089 0.1640 -1.3 0.0 0.2
I 0.5869 0.6819 1.0468 0.0 0.6 0.7
H 2.5539 -0.5100 -0.1159 0.7 -2.3 0.8
H 1.8014 0.4524 -1.1466 0.6 0.9 0.4
```
Positions in Å, forces in eV/Å.

The net charge is -1. For the energy above the lowest of the compared OMol25 structures with the same formula, charge and spin, the calculation gives 72.1 kcal per mole.



(6)
Computed, not measured: a cluster of 2 separate species, CH2N2 in total in a non-equilibrium geometry, with wB97M-V/def2-TZVPD.

The geometry in XYZ format:
```
5
Properties=species:S:1:pos:R:3:forces:R:3
C 0.5413 -0.7282 -0.0169 5.7 -0.1 0.1
N 2.1648 0.5956 0.1454 -3.0 -1.9 -0.1
N -0.5339 -0.1247 0.0772 -5.7 3.0 -1.5
H -0.7534 0.9463 0.0732 0.9 -2.2 0.3
H -1.4188 -0.6890 -0.2788 2.2 1.3 1.3
```
Positions in Å, forces in eV/Å.

For the energy above the lowest of the compared OMol25 structures with the same formula, charge and spin, the calculation gives 184.1 kcal per mole.



(7)
Computed, not measured: a cluster of 2 separate species, CH2N2O2 in total in a non-equilibrium geometry, with wB97M-V/def2-TZVPD.

The geometry in XYZ format:
```
7
Properties=species:S:1:pos:R:3:forces:R:3
C 1.5407 -0.2749 0.0738 -0.3 1.0 -0.5
N 0.7694 -0.0964 1.1338 -0.1 0.7 2.3
N 0.6186 -1.3015 0.1641 0.0 -1.5 0.3
O 2.4093 0.2349 -0.5166 1.4 0.1 -1.4
O -0.5226 -1.3886 -0.5345 -0.9 3.9 -2.9
H 1.2924 -0.1968 2.0548 -1.3 -0.6 -1.2
H -0.7776 -0.3143 -1.4307 1.2 -3.6 3.5
```
Positions in Å, forces in eV/Å.

For the energy above the lowest of the compared OMol25 structures with the same formula, charge and spin, the calculation gives 160.2 kcal per mole.



(8)
Computed, not measured: the molecule CH2N2O2S in a non-equilibrium geometry, with wB97M-V/def2-TZVPD.

The geometry in XYZ format:
```
8
Properties=species:S:1:pos:R:3:forces:R:3
C 0.1014 0.8125 -0.5463 0.6 0.2 -1.1
N -0.8875 0.8130 0.4751 -0.9 0.7 0.1
N -0.8660 -0.0508 1.2951 0.5 -1.2 0.6
O -0.1430 -2.4732 0.3090 -0.4 -0.5 -0.3
O 0.9805 -0.2695 -0.3633 0.2 -0.8 0.7
S 0.5615 -1.3451 0.8445 0.0 1.8 -0.4
H -0.4027 0.7545 -1.5207 0.0 0.0 0.2
H 0.6558 1.7585 -0.4934 -0.1 -0.2 0.1
```
Positions in Å, forces in eV/Å.

For the energy above the lowest of the compared OMol25 structures with the same formula, charge and spin, the calculation gives 89.0 kcal per mole.



(9)
Computed, not measured: the molecule CH2N2O2Si in a non-equilibrium geometry, with wB97M-V/def2-TZVPD.

The geometry in XYZ format:
```
8
Properties=species:S:1:pos:R:3:forces:R:3
N -1.9571 -0.8498 1.8378 2.3 0.8 -1.2
C -0.9612 -0.5908 1.2753 -2.2 -1.7 0.5
Si 0.6204 -0.3085 0.3606 0.0 2.1 -0.1
N -0.0027 0.6140 -1.2872 -0.3 -0.4 0.7
O -0.1625 -0.0912 -2.2711 0.4 -0.1 0.4
O -0.3348 1.7832 -1.2304 0.4 -0.4 0.3
H 1.6942 -1.2664 -0.0265 -0.9 -0.1 0.1
H 1.1038 0.7095 1.3415 0.3 -0.2 -0.7
```
Positions in Å, forces in eV/Å.

For the energy above the lowest of the compared OMol25 structures with the same formula, charge and spin, the calculation gives 19.6 kcal per mole.



(10)
Computed, not measured: the molecule CH2N2O3 in a non-equilibrium geometry, with wB97M-V/def2-TZVPD.

The geometry in XYZ format:
```
8
Properties=species:S:1:pos:R:3:forces:R:3
C -1.2053 -0.0947 0.0489 0.7 -0.7 -0.6
N 0.8482 -1.2530 0.1401 4.3 1.0 1.1
N 0.8284 1.2345 -0.1100 0.3 -3.1 -4.0
O -2.3821 -0.1721 0.0744 0.3 0.5 0.1
O -0.4285 -1.2247 -0.0754 -2.2 0.0 -1.4
O -0.4971 1.0633 0.0331 -0.9 1.5 1.8
H 1.4978 -1.2192 -0.7207 -2.1 -0.1 0.5
H 1.3385 1.6660 0.6095 -0.6 0.9 2.6
```
Positions in Å, forces in eV/Å.

For the energy above the lowest of the compared OMol25 structures with the same formula, charge and spin, the calculation gives 117.0 kcal per mole.



(11)
Computed, not measured: the molecule CH2N2O3 in a non-equilibrium geometry, with wB97M-V/def2-TZVPD.

The geometry in XYZ format:
```
8
Properties=species:S:1:pos:R:3:forces:R:3
O 1.0682 -1.2172 0.5944 0.4 0.1 -0.1
C 0.7087 -0.0911 0.4362 -1.5 -0.4 -0.2
O 0.9435 0.9314 1.2396 0.1 0.1 0.1
N -0.0897 0.2760 -0.7181 2.4 1.7 0.1
N -0.8182 -0.6661 -1.3323 -1.4 0.8 0.3
O -1.4346 0.6296 -0.4335 0.3 -2.7 -0.8
H 0.3873 1.6913 1.0026 0.2 -0.1 -0.1
H -0.7650 -1.5539 -0.7889 -0.5 0.5 0.6
```
Positions in Å, forces in eV/Å.

For the energy above the lowest of the compared OMol25 structures with the same formula, charge and spin, the calculation gives 75.3 kcal per mole.



(12)
Computed, not measured: a cluster of 2 separate species, CH2N2O3 in total in a non-equilibrium geometry, with wB97M-V/def2-TZVPD.

The geometry in XYZ format:
```
8
Properties=species:S:1:pos:R:3:forces:R:3
C -0.9590 0.0755 0.0201 -3.1 -3.5 -1.2
N 0.8987 -1.6619 -0.5647 1.5 1.2 1.5
N 0.0351 0.9418 0.0940 1.6 0.1 1.2
O 1.6879 -1.2003 0.1090 -1.2 -2.0 -2.1
O 1.0030 0.6260 0.8428 -0.5 0.0 1.1
O 0.0919 1.9697 -0.5033 -0.5 2.7 -2.3
H -0.8821 -0.7420 0.7243 -0.2 0.4 0.2
H -1.8754 -0.0088 -0.7223 2.5 1.1 1.4
```
Positions in Å, forces in eV/Å.

For the energy above the lowest of the compared OMol25 structures with the same formula, charge and spin, the calculation gives 135.6 kcal per mole.



(13)
Computed, not measured: the molecule CH2N2O3 in a non-equilibrium geometry, with wB97M-V/def2-TZVPD.

The geometry in XYZ format:
```
8
Properties=species:S:1:pos:R:3:forces:R:3
O -0.0780 -1.1245 1.1729 0.2 0.1 -0.2
C 0.5307 -0.4270 0.4183 -0.7 -0.3 0.5
O 1.7999 -0.5937 0.0814 0.1 0.0 -0.1
N -0.0176 0.7975 -0.1667 -0.8 -1.1 -2.5
N -1.4034 0.8543 -0.1886 -1.9 1.9 2.1
O -1.0405 0.1442 -1.2856 2.6 -0.2 0.4
H 2.0745 0.0772 -0.5639 -0.1 0.0 0.1
H -1.8656 0.2721 0.5322 0.7 -0.5 -0.4
```
Positions in Å, forces in eV/Å.

For the energy above the lowest of the compared OMol25 structures with the same formula, charge and spin, the calculation gives 70.1 kcal per mole.



(14)
Computed, not measured: a cluster of 2 separate species, CH2N2O3 in total in a non-equilibrium geometry, with wB97M-V/def2-TZVPD.

The geometry in XYZ format:
```
8
Properties=species:S:1:pos:R:3:forces:R:3
C -1.7446 0.0475 -0.5747 0.3 -1.3 -0.8
N 0.5038 -0.6999 0.2696 0.4 -2.7 1.4
N 1.0854 0.4444 0.2839 2.8 5.4 0.0
O -2.1159 1.0712 -0.3505 -2.6 5.9 1.6
O 1.0035 -1.7723 0.5436 0.8 -1.3 0.4
O -1.2295 -0.9098 -0.8363 -0.3 -4.8 -2.4
H 2.1214 0.6448 0.6208 -3.3 -0.8 -0.9
H 0.3760 1.1742 0.0437 1.9 -0.4 0.6
```
Positions in Å, forces in eV/Å.

Its multiplicity is 3. For the energy above the lowest of the compared OMol25 structures with the same formula, charge and spin, the calculation gives 1.1 kcal per mole.



(15)
Computed, not measured: the molecule CH2N2O3S in a non-equilibrium geometry, with wB97M-V/def2-TZVPD.

The geometry in XYZ format:
```
9
Properties=species:S:1:pos:R:3:forces:R:3
C 2.7391 -0.4803 -0.4820 -0.8 1.1 -1.6
N 1.6541 -0.3047 -0.0187 -5.1 -0.1 1.7
N 0.6043 0.2289 0.3043 0.7 1.8 -0.7
O -1.8718 0.5946 -1.0448 -1.5 -2.2 0.4
O -2.5954 0.3767 1.4300 -0.3 1.4 0.7
O -0.5109 -0.7533 0.5316 -0.9 -1.4 0.1
S -2.1627 -0.3429 0.2886 2.0 -1.6 -1.7
H -1.5162 1.3891 -0.7352 1.1 2.5 0.6
H 3.6594 -0.7081 -0.2739 4.8 -1.5 0.4
```
Positions in Å, forces in eV/Å.

Its multiplicity is 3. For the energy above the lowest of the compared OMol25 structures with the same formula, charge and spin, the calculation gives 82.1 kcal per mole.



(16)
Computed, not measured: the molecule CH2N2O4 in a non-equilibrium geometry, with wB97M-V/def2-TZVPD.

The geometry in XYZ format:
```
9
Properties=species:S:1:pos:R:3:forces:R:3
N -0.8480 -0.7077 1.4399 -0.1 -0.7 0.2
C -0.3650 0.1251 0.5113 1.1 2.2 -0.9
O -0.5487 1.3144 0.5342 -0.4 0.3 0.0
O 0.4579 -0.4303 -0.4376 0.3 -1.2 0.1
N 1.0652 0.4129 -1.6071 -0.9 0.1 1.0
O 0.7344 -0.0939 -2.6030 -0.2 -0.4 -1.0
O 1.7562 1.3240 -1.3546 0.0 -0.1 0.7
H -1.3789 -0.2392 2.1570 0.0 -0.2 -0.1
H -0.8730 -1.7051 1.3599 0.1 -0.1 -0.1
```
Positions in Å, forces in eV/Å.

For the energy above the lowest of the compared OMol25 structures with the same formula, charge and spin, the calculation gives 20.6 kcal per mole.



(17)
Computed, not measured: the ion CH2N2O4S2 with charge -2 in a non-equilibrium geometry, with wB97M-V/def2-TZVPD.

The geometry in XYZ format:
```
11
Properties=species:S:1:pos:R:3:forces:R:3
C -0.2335 -0.1152 0.1598 0.8 -0.6 -1.6
N -1.6695 0.2564 1.8308 -0.1 1.4 -0.8
N -1.1476 0.6912 0.7135 -0.6 -0.5 1.7
O 1.9337 1.6534 0.8457 0.1 0.0 0.6
O -0.2972 -2.0626 -1.7114 0.6 -1.0 0.3
O 2.2912 -0.6110 -0.0790 0.9 -0.4 0.2
O 0.4143 0.2182 -2.4348 -0.2 -0.6 -0.7
S 1.6448 0.6947 -0.2427 -0.6 0.4 0.4
S -0.5653 -0.6166 -1.6718 -1.7 2.0 -1.2
H -0.0773 -1.1532 0.4388 0.2 0.0 1.4
H -2.2936 1.0446 2.1511 0.5 -0.7 -0.4
```
Positions in Å, forces in eV/Å.

The net charge is -2. For the energy above the lowest of the compared OMol25 structures with the same formula, charge and spin, the calculation gives 28.2 kcal per mole.



(18)
Computed, not measured: a structure of composition CH2N2OS in a non-equilibrium geometry, with wB97M-V/def2-TZVPD.

The geometry in XYZ format:
```
7
Properties=species:S:1:pos:R:3:forces:R:3
C -1.3045 0.5116 0.2171 4.7 -0.9 -2.0
N -2.3875 0.6387 0.4554 -4.4 0.9 1.0
N 1.0699 0.4060 -1.0436 -4.3 0.9 2.4
O -0.0216 -1.6669 -0.0049 0.0 -0.3 0.2
S 0.2678 -0.2690 0.0318 1.1 1.1 2.0
H 1.9441 0.2562 -1.4066 2.4 -0.9 -0.4
H 0.4317 0.1234 1.7508 0.5 -0.8 -3.3
```
Positions in Å, forces in eV/Å.

For the energy above the lowest of the compared OMol25 structures with the same formula, charge and spin, the calculation gives 71.2 kcal per mole.



(19)
Computed, not measured: a cluster of 2 separate species, CH2N2OS in total in a non-equilibrium geometry, with wB97M-V/def2-TZVPD.

The geometry in XYZ format:
```
7
Properties=species:S:1:pos:R:3:forces:R:3
C 0.4891 -1.3143 0.5751 0.0 0.3 0.5
N 0.4666 -2.3635 0.1120 0.0 -0.5 -0.5
N -0.3913 1.5142 -1.3992 0.0 -0.7 -0.1
O -0.7773 0.0798 2.2938 -0.7 0.0 0.5
S 0.4612 0.1463 1.5135 0.7 0.1 -0.4
H 0.6002 1.3736 -1.6872 -0.7 -0.2 0.1
H -0.8485 0.5639 -1.4080 0.7 0.9 -0.1
```
Positions in Å, forces in eV/Å.

Its multiplicity is 3. For the energy above the lowest of the compared OMol25 structures with the same formula, charge and spin, the calculation gives 48.0 kcal per mole.



(20)
Computed, not measured: the molecule CH2N2OS2 in a non-equilibrium geometry, with wB97M-V/def2-TZVPD.

The geometry in XYZ format:
```
8
Properties=species:S:1:pos:R:3:forces:R:3
C -0.2260 0.2303 0.0220 -1.6 -1.8 -0.8
N -0.7447 1.4269 0.3239 0.5 0.9 0.4
N -1.8709 1.8393 0.2973 0.6 1.4 0.5
O -2.4810 -1.8420 0.8031 -0.1 -0.7 0.8
S -3.1772 0.8484 -0.1347 -0.5 -1.6 -0.8
S -2.2869 -1.0507 -0.4018 1.1 1.8 -0.2
H 0.2952 0.1598 -0.9235 0.0 0.2 -0.1
H 0.2400 -0.2917 0.8433 0.0 -0.2 0.2
```
Positions in Å, forces in eV/Å.

For the energy above the lowest of the compared OMol25 structures with the same formula, charge and spin, the calculation gives 49.1 kcal per mole.